1.
Entry from OMol25: 2 unconnected molecules or ions with the total composition CH2F2O3S (wB97M-V/def2-TZVPD).

Cartesian coordinates (Å):
C -1.25053 -0.03542 -0.33675
O -0.08012 -0.25845 1.98222
O 0.68219 1.21867 0.08487
O 1.06857 -1.68534 -0.01565
F 2.05537 2.28293 0.22003
F 0.29713 -2.12018 -1.05500
S 0.11447 -0.06927 0.58848
H -0.84198 0.11268 -1.43009
H -2.04509 0.55438 -0.03810

Output
orbital gap (spin up / spin down)	0.2438 / 0.2439	Ha
ΔE to the lowest compared entry with this formula, charge and spin	7.189	eV
multiplicity	1
total charge	0

2.
Entry from OMol25: a molecular structure, C31H36NP2PdS2 (wB97M-V/def2-TZVPD).

Cartesian coordinates (Å):
Pd -0.41163 0.26031 -0.67143
C -2.65723 1.69139 4.84196
C -3.09982 1.59556 3.52684
C -2.28989 1.01241 2.56845
C -1.03305 0.51862 2.93473
C -0.58694 0.61760 4.25497
C -1.40806 1.20778 5.20385
P -0.09103 -0.33000 1.68398
C 1.56919 -0.65014 2.23452
C 2.16368 -1.90370 2.05945
C 3.47541 -2.10553 2.45750
C 4.20105 -1.05718 3.01061
C 3.62272 0.19801 3.16640
C 2.31160 0.40932 2.77326
C -0.94593 -1.95657 1.56398
C -0.95964 -2.83016 2.67170
C -1.71512 -3.98186 2.65166
C -2.50956 -4.27673 1.53287
C -2.51432 -3.42791 0.41731
C -3.30787 -3.71565 -0.70222
C -3.30591 -2.85831 -1.81967
C -2.51017 -1.72996 -1.82629
C -1.70221 -1.42517 -0.72124
C -1.70356 -2.25601 0.42271
H -3.29396 2.14217 5.59154
H -4.07403 1.97814 3.25399
H -2.63692 0.93584 1.54343
H 0.37865 0.22915 4.54800
H -1.07041 1.28987 6.22814
H 1.60885 -2.72779 1.62639
H 3.93051 -3.08038 2.34420
H 5.22382 -1.21987 3.32470
H 4.19207 1.00772 3.60335
H 1.86610 1.38975 2.89617
H -0.37692 -2.58831 3.55296
H -1.71140 -4.65063 3.50211
H -3.13581 -5.16122 1.53269
H -3.93003 -4.60307 -0.70280
H -3.92813 -3.09146 -2.67413
H -2.51422 -1.08867 -2.69767
S -1.45802 2.38792 -0.63440
C -2.01113 2.74695 -2.22213
N -2.56314 3.89079 -2.51456
C -2.89428 4.14852 -3.93142
C -2.91118 2.77784 -4.61690
S -1.89957 1.67593 -3.56094
H -2.67889 4.61119 -1.81113
H -2.14151 4.81197 -4.35410
H -3.86391 4.63611 -3.99378
H -2.46366 2.81560 -5.60602
H -3.90890 2.35399 -4.68632
C 4.17460 -0.84532 -1.96460
C 2.95420 -0.65524 -1.05459
P 1.73835 0.51145 -1.72753
C 2.35841 2.18827 -1.43483
C 2.40333 2.63957 0.02359
C 1.63127 0.28141 -3.51573
C 0.90019 -0.99837 -3.93759
H 4.92709 -1.42350 -1.42960
H 4.63585 0.10240 -2.24603
H 3.92283 -1.39378 -2.87069
H 3.24445 -0.24809 -0.08222
H 2.46011 -1.60750 -0.85523
H 1.73822 2.85620 -2.03620
H 3.36497 2.20122 -1.86762
H 1.44748 2.49351 0.52901
H 2.63957 3.70166 0.07063
H 3.17377 2.10709 0.58102
H 2.66233 0.27258 -3.87766
H 1.15389 1.17495 -3.92034
H 1.51463 -1.88359 -3.76729
H 0.66517 -0.96472 -5.00041
H -0.03640 -1.13435 -3.39332

Output
orbital gap (spin up / spin down)	0.2653 / 0.1908	Ha
ΔE to the lowest compared entry with this formula, charge and spin	0.000	eV
multiplicity	5
total charge	+3

3.
Entry from OMol25: a molecular structure, C32H57CeN4OP2 (wB97M-V/def2-TZVPD).

Cartesian coordinates (Å):
C -2.31077 1.38023 -1.72077
C -2.03258 -0.95665 -1.37897
C -3.43367 1.18911 -2.50455
C -3.24784 -1.16206 -2.07886
C -3.95589 -0.10333 -2.61328
H -3.90447 2.05071 -2.97798
H -3.59668 -2.19252 -2.18099
H -4.89737 -0.27863 -3.12261
N -1.66923 0.35571 -1.10798
P -0.84618 2.98805 0.05895
P 0.09387 -2.78581 -0.13326
C -1.71621 2.77861 -1.56403
H -0.99017 2.94823 -2.37403
H -2.49111 3.54593 -1.70842
C -1.31735 -2.12791 -0.95507
H -2.01877 -2.97541 -0.99367
C 0.58835 -4.08907 -1.46395
C -0.46077 -3.64273 1.53374
C 0.71663 4.01724 -0.32622
C -2.20621 3.89883 1.01064
C 2.11821 -3.99805 -1.53787
H 2.59025 -4.30778 -0.59508
H 2.49824 -4.64436 -2.34369
H 2.42576 -2.96655 -1.73923
C 0.16871 -5.53333 -1.17899
H 0.57905 -5.93435 -0.24607
H -0.92083 -5.65492 -1.18403
H 0.55610 -6.16502 -1.99419
C -0.04497 -3.68435 -2.80169
H 0.40811 -4.26392 -3.61909
H -1.12544 -3.86138 -2.81866
H 0.11604 -2.61608 -2.99879
C 0.79148 -4.33341 2.10004
H 1.59563 -3.60935 2.29241
H 0.53347 -4.81633 3.05217
H 1.19941 -5.10590 1.43541
C -0.91919 -2.53668 2.49584
H -0.11733 -1.81453 2.72453
H -1.82337 -2.01384 2.14217
H -1.18926 -3.00619 3.45430
C -1.61709 -4.62307 1.34667
H -1.35090 -5.50803 0.76108
H -1.91784 -4.98264 2.34196
H -2.49395 -4.14749 0.88906
C -1.68677 4.16211 2.43477
H -2.45350 4.73649 2.97478
H -1.51724 3.22458 2.97990
H -0.75867 4.75096 2.44491
C -3.43721 2.97480 1.06869
H -3.83868 2.76336 0.07002
H -3.21867 2.02661 1.57561
H -4.21930 3.49325 1.64291
C -2.62789 5.21295 0.33879
H -3.52879 5.57868 0.85200
H -1.87068 5.99736 0.41659
H -2.88770 5.09194 -0.71844
C 1.14956 3.82190 -1.78828
H 0.46286 4.31034 -2.49278
H 2.13422 4.29537 -1.93005
H 1.24376 2.76334 -2.05853
C 1.82961 3.50002 0.60828
H 2.11778 2.46015 0.38108
H 2.72374 4.12489 0.46803
H 1.54419 3.55375 1.66859
C 0.51364 5.52007 -0.10908
H -0.20715 5.94215 -0.82074
H 0.21495 5.77578 0.91450
H 1.47462 6.02267 -0.29867
Ce -0.15682 0.11393 0.80364
C -1.71252 0.72822 2.84590
O -2.29997 0.80325 3.84396
N 1.11141 -0.38912 -1.02160
C 1.12349 -0.99167 -2.06716
C 2.07268 -0.75085 -3.33292
C 1.80345 -1.62012 -4.55398
C 1.89380 0.70753 -3.71998
C 3.51932 -0.96966 -2.89322
H 1.97135 -2.68601 -4.35608
H 0.79423 -1.46584 -4.95093
H 2.52206 -1.31729 -5.33874
H 2.28305 1.36220 -2.93398
H 2.45378 0.93873 -4.63403
H 0.83911 0.94496 -3.90601
H 4.20340 -0.68760 -3.70543
H 3.76511 -0.34886 -2.02507
H 3.72480 -2.01693 -2.65190
C 3.11504 -0.93759 5.48000
N 2.11723 0.06199 5.03809
C 1.66611 1.08906 6.00479
C 1.66852 0.04593 3.83077
N 1.23802 0.08940 2.72823
H 3.32140 -0.74211 6.53671
H 4.04106 -0.84064 4.89036
H 2.71736 -1.95790 5.35639
H 1.22832 1.93787 5.46006
H 0.91577 0.66423 6.69143
H 2.53893 1.42035 6.58084

Output
orbital gap (spin up / spin down)	0.1723 / 0.1717	Ha
ΔE to the lowest compared entry with this formula, charge and spin	0.000	eV
multiplicity	1
total charge	+3

4.
Entry from OMol25: a molecular structure, C33H46EuOP2Si (wB97M-V/def2-TZVPD).

Cartesian coordinates (Å):
P -0.79901 -1.58574 -2.63759
P 1.33573 -1.33579 1.47253
C 0.72710 -1.85661 -1.63088
C 0.69367 -2.23263 -0.09628
H 1.64800 -1.29762 -2.00514
H 0.97718 -2.82243 -2.05661
H -0.35642 -2.49034 0.14990
H 1.24559 -3.19650 -0.03373
C 2.97518 -0.72910 0.77107
H 3.19803 0.28975 1.15152
H 3.10184 -0.72693 -0.34550
H 3.75579 -1.40083 1.15877
C 1.78145 -2.57905 2.74984
H 2.79740 -2.99000 2.66607
H 1.04573 -3.39775 2.77451
H 1.70571 -2.05226 3.72331
C -0.31321 -1.46448 -4.36092
H -1.01260 -0.80566 -4.88125
H -0.35759 -2.45883 -4.82586
H 0.70566 -1.06965 -4.47551
C -1.75935 -3.06336 -2.41488
H -1.64799 -3.47275 -1.40357
H -1.45755 -3.82275 -3.13963
H -2.81273 -2.82460 -2.58654
Eu 1.11973 0.49974 -0.67657
C 3.15707 -4.24498 -0.32246
C 3.93767 -3.31244 -0.89750
C 4.70694 -3.60944 -2.15249
C 3.89716 -4.15269 -3.35070
C 2.44657 -3.80000 -3.37221
C 1.50828 -4.55932 -2.75981
C 1.85028 -5.78750 -1.98035
C 2.94448 -5.62463 -0.88868
C -1.64217 -0.10089 -2.05348
H 2.79428 -4.13779 0.70840
H 4.25418 -2.42393 -0.35827
H 5.51504 -4.32610 -1.91427
H 5.22053 -2.68590 -2.45685
H 4.35214 -3.73750 -4.26122
H 4.05334 -5.23844 -3.40547
H 2.19225 -2.93386 -3.98865
H 0.42942 -4.40867 -2.91012
H 2.15876 -6.58418 -2.68524
H 0.93470 -6.17199 -1.50188
H 2.67100 -6.29467 -0.05864
H 3.88081 -6.03561 -1.29700
H -1.74351 -0.06635 -0.95807
H -2.65628 -0.13347 -2.48704
H -1.16352 0.83662 -2.40412
O -0.49753 1.74294 0.54684
Si -1.37442 2.82261 1.38881
C -0.49151 4.48476 1.48715
C -1.17201 5.68449 1.75532
C -0.46423 6.89112 1.83381
C 0.91934 6.90306 1.62867
C 1.59198 5.70557 1.34320
C 0.88646 4.49829 1.28529
C -2.98990 3.33166 0.54028
C -4.26508 3.06693 1.05700
C -5.41797 3.51532 0.38203
C -5.29608 4.24353 -0.80588
C -4.02519 4.51984 -1.32321
C -2.87983 4.06411 -0.65121
C -1.90005 2.57522 3.22078
C -2.62128 1.42248 3.58287
C -3.18061 1.28701 4.86579
C -3.02311 2.29826 5.82129
C -2.28403 3.43695 5.48644
C -1.71554 3.55715 4.20762
H -2.25571 5.67484 1.90683
H -1.00726 7.81424 2.05937
H 1.47124 7.84334 1.68345
H 2.67047 5.70997 1.17133
H 1.41629 3.56353 1.07225
H -4.37125 2.53661 2.00359
H -6.40488 3.29650 0.79508
H -6.18776 4.59181 -1.33143
H -3.91431 5.09379 -2.24481
H -1.89090 4.31762 -1.04222
H -2.77784 0.62754 2.85220
H -3.75930 0.39278 5.11320
H -3.48053 2.20509 6.81383
H -2.15798 4.24085 6.21788
H -1.14641 4.46012 3.98564

Output
orbital gap (spin up / spin down)	0.1124 / 0.1044	Ha
ΔE to the lowest compared entry with this formula, charge and spin	1.222	eV
multiplicity	8
total charge	0